No. 1
ORCA calculation (ωB97M-V/def2-TZVPD) on C31H21Cl2FeN5O5S3 as an isolated structure.

HOMO level   -2.80 eV
Orbital gap   6.497 eV
Multiplicity   1
Net charge   -2

```
68
Properties=species:S:1:pos:R:3:lowdin_charge:R:1
C 0.163 0.205 -1.975 -0.106
O -0.545 -2.337 -2.304 -0.297
C 0.013 1.948 3.510 -0.043
Fe -1.614 -0.451 0.287 0.193
C -1.161 -1.972 1.446 -0.175
S -2.788 -1.885 -1.169 0.729
C 1.311 0.494 -2.690 0.002
H -4.332 -1.983 4.178 0.095
H -2.427 5.687 -0.171 0.097
H -6.277 -0.504 3.792 0.097
H -6.294 0.971 1.763 0.096
C 0.019 -3.932 2.329 -0.106
N 0.189 -0.241 -0.720 0.025
C -2.106 4.726 0.208 -0.149
C -4.356 -1.325 3.321 -0.015
C -2.379 3.580 -0.540 -0.590
C 5.132 1.195 -4.683 -0.134
N 6.247 1.070 -3.988 0.112
H -0.776 -4.851 4.114 0.084
H 0.593 -2.875 0.576 0.084
C -1.018 3.403 1.910 -0.179
C 6.106 0.704 -2.713 -0.346
H 1.208 0.854 -3.704 0.105
H -4.312 0.895 0.238 0.116
H 1.364 -0.762 0.878 0.101
O 8.199 1.881 -1.801 -0.378
C 3.873 0.967 -4.147 -0.007
C -5.458 0.321 1.981 -0.065
S 7.654 0.533 -1.759 0.386
H 1.343 -2.527 -2.946 0.084
C -0.124 -2.921 1.391 -0.108
C -2.095 -2.180 2.489 -0.199
C -5.442 -0.501 3.100 -0.083
N 4.952 0.466 -2.103 0.164
H -0.087 4.068 3.743 0.085
H 3.525 -0.280 -0.280 0.117
C -1.962 -3.191 3.446 -0.063
C 0.361 -2.884 -3.255 -0.129
H 2.985 1.074 -4.753 0.093
S -2.486 -3.567 -3.625 0.481
C -0.890 -4.062 3.379 -0.124
Cl -1.133 6.114 2.309 0.629
H -0.822 0.331 -2.406 0.119
C -1.999 2.295 -0.127 -0.399
C 2.577 -0.138 -0.782 0.019
C -1.444 4.651 1.403 -0.624
O 7.233 0.086 -0.447 -0.377
H 0.842 -4.636 2.243 0.091
N -0.950 1.001 1.546 0.073
C 2.554 0.318 -2.095 -0.143
C 3.832 0.596 -2.811 -0.217
H -2.700 -3.318 4.233 0.088
C -4.366 0.290 1.134 -0.093
O 8.399 -0.449 -2.529 -0.378
H 0.542 1.769 4.436 0.102
H 0.324 -3.972 -3.246 0.069
Cl -3.229 3.746 -2.050 0.654
C -3.285 -1.315 2.424 -0.193
N -3.308 -0.491 1.357 0.014
C -1.868 -2.621 -2.387 -1.306
C 1.378 -0.402 -0.142 -0.094
C -0.321 0.856 2.689 -0.091
O -2.226 1.220 -0.768 -0.144
H -0.072 -0.159 2.974 0.114
C -1.303 2.254 1.143 -0.101
H 0.127 -2.541 -4.262 0.071
H 5.241 1.490 -5.723 0.101
C -0.331 3.211 3.129 -0.033
```

---

No. 2
ORCA calculation (ωB97M-V/def2-TZVPD) on a 8-piece molecular cluster, H16O8 overall in a non-equilibrium geometry.

HOMO level   -11.05 eV
Orbital gap   11.270 eV
Multiplicity   1

```
24
Properties=species:S:1:pos:R:3:lowdin_charge:R:1
O 5.340 2.794 8.711 -0.059
O 1.799 4.254 8.158 -0.060
H 4.535 3.752 7.288 0.011
H 4.930 5.108 9.247 -0.014
O 3.959 3.456 10.889 -0.027
O 4.055 4.023 6.464 -0.066
H -0.372 6.335 7.664 0.031
H 2.313 6.669 9.852 0.023
H 4.667 6.409 12.725 0.039
O 4.799 6.041 9.200 -0.008
O 3.921 5.862 12.524 -0.054
H 3.220 2.970 11.198 0.048
H 3.987 4.237 11.453 0.014
H 1.183 3.909 7.518 0.046
H 6.249 2.599 8.508 0.051
H 3.302 6.276 11.889 0.021
H 2.646 4.168 7.682 0.009
H 1.033 5.952 7.383 0.001
H 1.431 5.613 10.041 0.017
O 0.239 6.294 6.922 -0.074
H 5.349 6.441 8.562 0.021
O 1.785 6.330 10.565 -0.036
H 5.153 2.943 9.660 0.017
H 4.616 4.728 6.135 0.048
```

---

No. 3
ORCA calculation (ωB97M-V/def2-TZVPD) on C3H3HgO2 as an isolated structure in a non-equilibrium geometry.

HOMO level (alpha / beta)   -7.74 / -7.84 eV
Orbital gap (alpha / beta)   6.511 / 6.112 eV
Multiplicity   2

```
9
Properties=species:S:1:pos:R:3:lowdin_charge:R:1
H -1.996 0.524 -0.386 0.094
H -1.397 -1.127 -0.810 0.096
O 0.380 1.324 0.165 -0.189
H -1.743 -0.728 0.875 0.102
C 1.117 -0.947 0.318 -0.074
Hg 2.688 1.750 -0.204 0.650
C -1.361 -0.313 -0.071 -0.022
O 2.261 -0.605 -0.025 -0.211
C 0.049 0.121 0.137 -0.446
```

---

Relative energy (zero: lowest compared OMol25 entry of this formula, charge and spin) readings, ordered: 0.0, 146.5, 46.6 kJ/mol